# 1
DFT (ωB97M-V with the def2-TZVPD basis set) results for a gas-phase ion, C4H11N2 (charge +1) in a non-equilibrium geometry.

Structure (XYZ):
```
17
Properties=species:S:1:pos:R:3:forces:R:3
C 0.1051 2.3104 -0.1720 0.4 0.7 0.4
C 0.2879 1.2483 -1.2514 0.6 -0.9 0.0
C 1.0837 0.0601 -0.6877 0.4 -0.6 0.4
N 0.3906 -0.5299 0.5094 0.3 0.0 -1.9
C -0.5049 -1.4473 0.2857 0.2 0.2 1.6
N -1.3266 -1.8719 1.2371 0.2 -0.6 -0.6
H 0.2367 1.9988 0.8668 0.0 -0.6 -0.1
H 0.9146 3.0447 -0.2629 -0.5 0.2 -0.2
H -0.8705 2.7964 -0.1450 0.2 0.1 -0.5
H -0.6235 0.9191 -1.7559 -0.2 -0.1 0.4
H 0.8984 1.6113 -2.0706 0.1 0.4 -0.1
H 1.3035 -0.8078 -1.3326 -0.6 0.5 -0.3
H 2.1041 0.3275 -0.3920 -0.4 0.4 0.3
H 0.5968 -0.1647 1.4198 -0.2 0.1 0.4
H -0.5484 -1.8828 -0.7069 -0.1 0.0 0.1
H -1.6925 -2.8082 1.1637 -0.4 0.1 -0.1
H -1.3606 -1.4522 2.1515 0.2 0.1 0.1
```
Forces are in eV/Å.

Values from the calculation:
Net charge: +1
F_max: 0.03787 Eh/bohr
E: -268.27875 hartree
SMILES: CCCNC=[NH2+]
ΔE to the lowest compared entry with this formula, charge and spin: 16.4 kcal/mol

Let us look at the Mulliken charges, expressed in e, one per atom: number 1, C, carries -1.052; number 2, C, carries -0.206; number 3, C, carries -0.952; number 4, N, carries -0.147; number 5, C, carries 0.209; number 6, N, carries -0.332; number 7, H, carries 0.301; number 8, H, carries 0.318; number 9, H, carries 0.305; number 10, H, carries 0.319; number 11, H, carries 0.332; number 12, H, carries 0.418; number 13, H, carries 0.338; number 14, H, carries 0.296; number 15, H, carries 0.351; number 16, H, carries 0.265; number 17, H, carries 0.237

---

# 2
DFT (ωB97M-V with the def2-TZVPD basis set) results for a molecular structure, C16H12IN2O6Pt in a non-equilibrium geometry.

Structure (XYZ):
```
38
Properties=species:S:1:pos:R:3:forces:R:3
Pt 0.9402 -0.3469 0.8982 0.2 -0.2 0.3
O -2.2276 1.9151 1.5560 -0.2 0.1 0.0
C -1.3653 1.1888 0.7770 0.1 -0.7 0.8
O -0.0814 1.3246 1.1946 0.2 0.2 -0.2
C -1.8465 -0.2703 0.7911 0.0 -0.1 0.3
C -3.1469 -0.7608 0.7236 0.1 0.1 -0.1
C -3.3231 -2.1241 0.5894 0.0 -0.1 0.0
C -2.2240 -2.9873 0.5069 -0.1 0.0 0.1
C -0.9690 -2.4412 0.6219 0.1 0.0 0.1
N -0.8355 -1.1208 0.7992 0.1 0.0 -0.3
C 0.3793 -3.0865 0.5410 -0.2 -0.1 0.1
O 0.5074 -4.3761 0.3706 0.0 -0.1 0.0
O 1.3931 -2.4029 0.6310 0.2 0.1 0.0
H -1.7847 2.7418 1.7916 0.0 0.0 0.0
H -3.9792 -0.0715 0.7443 0.0 0.0 0.0
H -4.3211 -2.5354 0.5238 0.0 0.0 0.0
H -2.3862 -4.0474 0.3633 0.0 0.0 0.0
H -0.3413 -4.8364 0.3171 0.0 0.0 0.0
I -3.2540 3.4340 -7.0817 0.0 0.0 0.0
C -2.5010 2.7069 -5.2850 0.0 0.0 0.0
C -3.0670 3.1196 -4.0856 0.0 0.0 0.0
C -2.5663 2.6326 -2.8898 0.0 0.0 0.0
C -1.5002 1.7375 -2.8928 0.0 0.0 0.0
C -0.9376 1.3336 -4.1003 0.0 0.0 0.0
C -1.4358 1.8142 -5.2977 0.0 0.0 0.0
C -0.9218 1.1790 -1.6411 0.1 0.4 -0.2
O -1.5925 1.6168 -0.5526 -0.4 0.7 -0.9
O 0.0330 0.4455 -1.6118 -0.2 -0.2 0.0
H -3.8924 3.8176 -4.0853 0.0 0.0 0.0
H -3.0022 2.9509 -1.9536 0.0 0.0 0.0
H -0.1062 0.6421 -4.0865 0.0 0.0 0.0
H -1.0005 1.5002 -6.2361 0.0 0.0 0.0
C 5.1165 1.5750 0.9781 0.0 0.0 0.0
C 3.7993 0.9625 0.9691 0.1 0.1 0.0
N 2.7636 0.4861 0.9654 -0.1 -0.1 0.0
H 5.5299 1.5575 -0.0287 0.0 0.0 0.0
H 5.7681 1.0198 1.6504 0.0 0.0 0.0
H 5.0316 2.6049 1.3200 0.0 0.0 0.0
```
Forces are in eV/Å.

Values from the calculation:
Net charge: +1
F_max: 0.02329 Eh/bohr
E: -1594.69750 hartree
ΔE to the lowest compared entry with this formula, charge and spin: 3.6 kcal/mol

Let us look at the Mulliken charges, expressed in e, one per atom: number 1, Pt, carries 0.745; number 2, O, carries -0.581; number 3, C, carries 0.642; number 4, O, carries -0.795; number 5, C, carries 0.280; number 6, C, carries -0.710; number 7, C, carries -0.693; number 8, C, carries -0.633; number 9, C, carries 1.160; number 10, N, carries 0.139; number 11, C, carries 0.376; number 12, O, carries -0.433; number 13, O, carries -0.644; number 14, H, carries 0.399; number 15, H, carries 0.535; number 16, H, carries 0.445; number 17, H, carries 0.239; number 18, H, carries 0.296; number 19, I, carries 0.139; number 20, C, carries -0.046; number 21, C, carries -0.585; number 22, C, carries -0.303; number 23, C, carries 0.367; number 24, C, carries -0.525; number 25, C, carries -0.502; number 26, C, carries 0.672; number 27, O, carries -0.229; number 28, O, carries -0.656; number 29, H, carries 0.390; number 30, H, carries 0.473; number 31, H, carries 0.435; number 32, H, carries 0.386; number 33, C, carries -0.886; number 34, C, carries 0.723; number 35, N, carries -0.508; number 36, H, carries 0.295; number 37, H, carries 0.300; number 38, H, carries 0.294

---

Q: Which of these has the lowest E?
A: C16H12IN2O6Pt